Formula: C30H26BrCl2I3N4O2Ti
Source: OMol25
Level of theory: ωB97M-V/def2-TZVPD

```
! wB97M-V def2-TZVPD RIJCOSX def2/J DEFGRID3
* xyz -2 1
Ti -0.281 -0.442 0.026
Cl -6.302 1.092 2.731
C -4.597 0.872 2.548
C -4.130 -0.034 1.611
C -2.761 -0.191 1.413
N -2.180 -1.013 0.463
C -2.855 -2.055 -0.071
O -3.993 -2.451 0.221
C -2.037 -2.792 -1.052
C -2.610 -3.857 -1.745
C -1.846 -4.629 -2.586
C -0.471 -4.347 -2.625
C 0.024 -3.298 -1.888
N -0.722 -2.453 -1.159
C -1.850 0.593 2.170
C -2.347 1.483 3.124
C -3.710 1.617 3.306
Cl -4.294 2.760 4.472
N -0.530 0.555 1.796
C 0.414 0.949 2.690
O 0.369 0.791 3.912
C 1.473 1.793 2.076
C 2.447 2.384 2.886
C 3.267 3.352 2.349
C 3.048 3.749 1.031
C 2.041 3.120 0.314
N 1.294 2.140 0.797
H -4.823 -0.603 1.010
H -3.660 -4.042 -1.584
H -2.272 -5.443 -3.156
H 0.194 -4.950 -3.224
H 1.096 -3.138 -1.891
H -1.660 2.099 3.684
H 2.511 2.071 3.918
H 4.050 3.810 2.942
H 3.648 4.523 0.574
H 1.811 3.426 -0.700
I 1.259 -2.261 1.498
C 3.858 -0.164 0.265
I 3.105 0.754 -1.445
H 4.886 -0.459 0.041
H 3.881 0.584 1.061
Br -5.023 2.617 -2.886
C -3.632 3.647 -3.719
C -4.010 4.478 -4.765
C -3.039 5.232 -5.399
C -1.719 5.154 -4.984
C -1.371 4.318 -3.928
C -2.332 3.558 -3.298
I -1.702 1.924 -0.965
H -5.047 4.525 -5.071
H -3.321 5.884 -6.218
H -0.960 5.745 -5.482
H -0.343 4.266 -3.598
C -0.615 -0.656 -3.561
C 0.804 -0.144 -3.228
C 0.867 1.325 -3.676
C 1.766 -0.963 -4.115
C 1.139 -0.300 -1.719
H -0.906 -0.294 -4.548
H -1.360 -0.309 -2.844
H -0.642 -1.744 -3.596
H 0.418 1.433 -4.663
H 1.895 1.678 -3.743
H 0.321 1.956 -2.979
H 1.491 -0.870 -5.166
H 1.716 -2.022 -3.863
H 2.797 -0.622 -4.012
H 1.572 -1.307 -1.590
*
```

Properties
Gap between HOMO and LUMO (alpha / beta)   0.1532 / 0.1531 Ha
HOMO (alpha / beta)   -0.403 / -0.401 eV
F_max   1.78 eV Å⁻¹
Relative energy (zero: lowest compared OMol25 entry of this formula, charge and spin)   24.4 kJ/mol

Löwdin atomic charge list, values in e, 5 entries:
1. Ti 0.46
2. Cl 0.62
3. C -0.69
4. C -0.04
5. C -0.28